24
Properties=species:S:1:pos:R:3:forces:R:3:mulliken_charge:R:1 method="wB97M-V/def2-TZVPD" e_homo_ev=-11.23 smiles=CCCC#N.CCCC#N charge=0 total_energy_ev=-11501.353 e_lumo_ev=0.47 gap_ev=11.702
C -1.95034 -0.26211 -0.37372 1.5652 0.9049 0.5997 -0.888
C -1.35064 0.12266 -1.74253 -2.0266 -1.1007 0.0934 -0.502
C -0.40857 1.29978 -1.69544 0.9878 -0.8240 0.2337 0.566
C -0.87102 2.65662 -1.53979 -2.0693 4.2368 -0.3286 0.282
N -1.27780 3.76707 -1.43575 1.5570 -4.0491 -0.2222 -0.508
H -1.13730 -0.11365 0.33693 -0.2104 -0.1693 0.1290 -0.169
H -2.26472 -1.29693 -0.23808 -0.4051 0.2166 -0.3517 0.366
H -2.65125 0.49373 -0.01940 -0.5740 -0.3408 -0.3513 0.377
H -2.23514 0.18771 -2.37618 0.2356 0.7608 -0.5212 0.341
H -0.81767 -0.70320 -2.21371 0.2600 -0.1599 0.3934 0.358
H 0.31718 1.11895 -2.48833 -0.1630 0.9370 -0.4929 0.460
H 0.23004 1.14107 -0.82648 -0.8569 0.1581 -0.4798 -0.959
C 1.36884 0.90111 0.86788 0.3688 -0.9253 0.8377 -0.944
C 1.76732 -0.48481 1.39304 0.2370 -0.3002 -0.5418 -0.409
C 0.60903 -1.49865 1.24170 0.4115 -0.7347 0.6695 -0.042
C 0.99798 -2.89555 1.65276 0.2261 -2.5155 0.3809 -0.020
N 1.23207 -4.01034 1.96631 -0.6363 3.6771 -0.9807 -0.451
H 2.03024 1.69592 1.21275 -0.1441 -0.0562 0.0957 0.373
H 0.34068 1.05189 1.19688 0.0514 0.6940 -0.1947 0.345
H 1.44464 0.84372 -0.21796 0.3905 0.1264 0.5966 0.246
H 2.13738 -0.51049 2.41798 -0.1929 0.2237 0.0424 0.410
H 2.60247 -0.79252 0.76380 0.0992 -0.4033 0.1614 0.322
H 0.13474 -1.48686 0.26036 0.7096 -0.4313 -0.2575 0.054
H -0.24814 -1.22511 1.85695 0.1788 0.0748 0.4893 0.393

***

23
Properties=species:S:1:pos:R:3:forces:R:3:mulliken_charge:R:1 method="wB97M-V/def2-TZVPD" e_homo_ev="-6.98 / -6.50" charge=0 total_energy_ev=-19272.053 e_lumo_ev="0.68 / 0.69" gap_ev="7.663 / 7.188"
C -0.76015 2.85026 0.77296 1.3931 2.5920 2.4756 -0.370
C -1.89545 1.88758 0.63171 -4.6727 3.4874 0.0657 -0.383
C 0.27379 -3.27090 -1.06120 -1.2189 -1.5161 0.5496 -1.567
C 0.30011 -1.82015 -0.78824 1.6269 1.0206 0.9259 0.030
C 1.57620 -1.39168 0.08809 -1.9124 0.6500 1.0922 -0.379
C 1.21490 -0.09468 0.89348 -3.2144 -1.9250 -3.3620 -1.042
N -0.15153 2.76642 -0.50195 3.2277 0.5843 -1.9996 -0.269
O -1.61869 0.93048 -0.31699 -0.3829 -1.4015 -0.0201 -0.244
P -0.25847 1.21241 -1.11155 2.3354 -0.9094 0.6547 0.061
H -0.87864 3.98795 0.88081 -1.2322 -1.6326 0.2858 0.307
H -0.20223 2.61847 1.74366 0.3085 -0.2854 -1.5117 0.162
H -2.37344 1.54746 1.55523 0.8672 -0.6529 -0.0007 0.337
H -2.79291 2.52519 0.20786 1.3763 -1.0407 0.4369 0.246
H 0.37785 -3.82346 -0.10810 0.0775 0.2274 -0.3115 0.338
H -0.71625 -3.58752 -1.43493 0.4011 0.1275 -0.1677 0.373
H 1.01851 -3.63766 -1.70872 1.0028 -0.4058 -0.9547 0.382
H -0.59940 -1.72299 -0.19139 -0.1409 0.9997 0.2462 0.242
H 0.25383 -1.15236 -1.68507 -0.0584 -0.8489 0.6535 0.149
H 1.89828 -2.23512 0.75946 -0.4818 0.5627 -0.4144 0.328
H 2.42291 -1.17520 -0.51452 0.7456 0.0589 -0.8805 0.299
H 0.20988 -0.20795 1.34595 0.9382 0.3052 0.3124 0.302
H 1.94231 0.51165 1.31419 1.2146 1.0030 0.8503 0.383
H 0.75860 3.28181 -0.77075 -2.2003 -1.0006 1.0743 0.315

***

18
Properties=species:S:1:pos:R:3:forces:R:3:mulliken_charge:R:1 method="wB97M-V/def2-TZVPD" e_homo_ev=-9.28 smiles=C[Si@H](Br)c1ccccc1 charge=0 total_energy_ev=-85325.670 e_lumo_ev=0.50 gap_ev=9.776
C 2.36078 -1.51842 1.30581 -0.4833 0.8618 -3.6558 -0.994
Si 1.95864 0.03522 0.11633 -1.9443 0.8175 3.1439 0.654
Br 2.09315 2.00696 1.48590 0.2137 -1.1056 -0.6520 -0.350
C 0.08488 0.24544 -0.30580 0.5579 -1.0306 -0.2979 0.171
C -0.82202 -0.56123 0.37783 -0.0027 0.3994 -1.2400 -0.151
C -2.19420 -0.36300 0.22888 0.0965 -0.3003 0.4753 -0.599
C -2.67333 0.58282 -0.63948 0.7189 1.4538 -1.2980 -0.359
C -1.76714 1.27254 -1.48798 -1.3707 -0.8767 1.0483 -0.433
C -0.43406 1.11283 -1.28871 2.4850 0.9140 -0.0801 -0.335
H 3.42223 -1.52402 1.42302 0.7849 -0.0584 0.1296 0.345
H 1.89456 -1.45935 2.26116 -0.6917 -0.1499 0.4224 0.297
H 2.08850 -2.37340 0.60629 0.1168 0.5777 1.4119 0.276
H 2.87041 0.38865 -0.91170 0.7175 -0.1619 -0.9065 -0.157
H -0.48259 -1.44759 0.86407 0.2043 -0.2168 0.8774 0.341
H -2.80232 -1.01010 0.82730 -0.6779 -0.0192 0.1273 0.346
H -3.65832 1.00758 -0.80459 -0.4861 -1.0946 0.6239 0.336
H -2.25944 1.87156 -2.23450 0.5594 0.4793 -0.2386 0.371
H 0.32028 1.73351 -1.82383 -0.7980 -0.4895 0.1089 0.242

***

19
Properties=species:S:1:pos:R:3:forces:R:3:mulliken_charge:R:1 method="wB97M-V/def2-TZVPD" e_homo_ev=-8.34 charge=+1 total_energy_ev=-61560.031 e_lumo_ev=-5.18 gap_ev=3.163
Na -13.66045 19.16739 -0.67797 -1.6669 0.7160 0.0709 0.684
Na -11.87947 23.60677 -0.41893 -0.1611 0.4054 -0.6976 0.874
Na -9.51254 21.88716 -1.67337 0.5563 0.1690 -1.0634 0.914
Na -15.62253 21.62761 -3.00476 -0.1866 -1.3977 0.9947 0.856
Na -12.18409 17.56969 -2.66888 -0.0624 0.4652 -0.2089 0.933
Na -12.64980 22.19868 -4.69388 0.5763 0.2260 0.1096 0.928
Cl -8.73243 25.19227 -2.68617 -3.9909 1.2892 -0.9496 1.628
O -9.87405 25.71528 -1.90842 0.1720 -1.2661 1.3622 -0.670
O -9.13893 23.84553 -3.15214 0.7123 -0.5007 0.7702 -0.693
O -8.70786 26.06728 -3.79363 1.3834 -0.0106 -1.1361 -0.608
O -7.55509 25.15815 -1.92861 1.2125 -0.4926 0.7283 -0.565
C -16.29429 18.67052 -1.64131 -2.8043 -1.5336 2.2089 0.689
O -15.44304 19.48684 -2.16417 2.3902 2.0762 -2.7528 -0.881
O -16.13342 18.55764 -0.36221 1.2678 -0.4017 0.6507 -0.752
O -17.24249 18.09822 -2.22136 0.9767 0.6283 -0.7471 -0.687
C -12.04574 21.16404 -2.25664 -2.1410 -0.7149 0.3874 0.849
O -11.52216 20.06097 -2.08866 3.4569 -4.3296 0.4260 -0.833
O -11.44928 22.11344 -2.81969 1.1477 2.2887 -0.7483 -1.009
O -13.22550 21.23121 -1.84923 -2.8389 2.3835 0.5948 -0.658

***

14
Properties=species:S:1:pos:R:3:forces:R:3:mulliken_charge:R:1 method="wB97M-V/def2-TZVPD" e_homo_ev=-8.45 smiles="C=C1CCSC1" charge=0 total_energy_ev=-16145.531 e_lumo_ev=0.94 gap_ev=9.390
C 2.21559 -0.35503 0.19759 4.8765 0.2566 2.1009 -0.488
C 1.02057 -0.13634 -0.16847 -0.9543 -3.5879 -0.8760 0.075
C 0.59503 1.14287 -0.53386 -4.9157 2.1295 -2.2755 -0.505
C -0.58096 1.19668 0.52821 -2.5976 -0.0136 0.9718 -0.619
S -1.51372 -0.29702 -0.07256 -0.6208 -0.2610 1.1532 -0.151
C -0.03657 -1.31826 -0.05095 0.9760 0.0334 1.9593 -0.505
H 3.00280 0.63579 -0.07922 -1.7665 -3.6336 1.6048 0.208
H 2.21635 -1.30328 0.90899 1.6862 1.8848 -1.7454 0.210
H 1.14310 1.99954 -0.20504 1.3740 0.2305 -0.8409 0.403
H 0.15291 1.06083 -1.71195 1.0484 1.1091 3.2774 0.213
H -1.50982 1.89552 0.47237 2.2113 -0.2486 -0.1202 0.297
H -0.18899 1.20604 1.71820 -0.9435 -0.3551 -3.4097 0.278
H -0.00324 -2.12770 -0.88692 0.0335 1.5700 1.6253 0.296
H 0.12438 -1.79385 1.10942 -0.4076 0.8857 -3.4250 0.288

***

12
Properties=species:S:1:pos:R:3:forces:R:3:mulliken_charge:R:1 method="wB97M-V/def2-TZVPD" multiplicity=3 s2=2.04 e_homo_ev="0.23 / -2.63" charge=-1 total_energy_ev=-7776.682 e_lumo_ev="4.27 / 3.78" gap_ev="4.033 / 6.410"
C 0.09389 -0.31407 -0.01648 -3.1522 -0.6012 -1.8106 0.573
C 0.11969 1.07591 -0.00907 -0.8129 1.2484 1.5825 -1.164
C 1.34306 -0.96106 0.18854 -1.9484 0.8919 -0.1512 -1.111
C -1.45529 -0.73934 -0.36421 7.3325 -2.6313 -0.8829 -0.392
N -2.32815 -0.05355 0.28808 -0.2966 1.6420 2.3142 -0.040
O -3.57566 -0.01298 0.06123 -3.0304 0.1699 -0.7012 -0.839
H -0.89414 1.49607 -0.00266 0.8186 0.5993 -0.6235 0.441
H 0.83649 1.65004 0.57538 0.4322 0.0223 -0.1891 0.233
H 1.30582 -2.05516 0.18700 1.0218 0.4599 0.2252 0.424
H 2.07597 -0.15085 0.44161 0.1002 -1.8356 -0.2568 0.241
H -1.61293 -1.45576 -1.19631 -0.4732 0.5915 1.0336 0.322
H -2.02622 0.43525 1.15153 0.0085 -0.5571 -0.5401 0.312